No. 1
# C37H34N2P2PdSe2

A molecular structure, C37H34N2P2PdSe2 (ωB97M-V/def2-TZVPD, the Open Molecules 2025 dataset).

```
78
Properties=species:S:1:pos:R:3:forces:R:3
Pd 0.634955 -0.643527 -0.172952 0.8 -0.4 0.3
C -2.998115 -1.601235 -1.181164 0.0 -0.1 0.1
C -2.514733 -0.155883 -1.311407 0.1 -0.1 0.0
P -0.760998 0.032130 -1.760682 -0.4 0.3 -0.2
C -0.481143 1.819893 -1.858518 0.0 0.1 0.2
C 0.460544 2.487489 -1.071280 -0.1 -0.3 -0.1
C 0.614476 3.862147 -1.189376 0.0 0.0 0.0
C -0.176917 4.571190 -2.080183 0.0 0.0 0.0
C -1.113089 3.910692 -2.870525 0.0 0.0 0.0
C -1.262442 2.538667 -2.768354 0.0 0.0 0.0
C -0.491021 -0.487742 -3.470717 -0.1 0.1 -0.1
C 0.609713 0.090994 -4.108967 0.1 0.1 0.0
C 0.862544 -0.152798 -5.447911 0.0 0.0 0.0
C 0.000174 -0.960728 -6.179548 0.0 0.0 0.0
C -1.124520 -1.496860 -5.570792 0.0 0.0 0.0
C -1.373942 -1.261590 -4.224838 0.0 -0.1 0.0
C -2.427083 -2.342275 0.028229 0.0 0.1 -0.2
P -0.612338 -2.475287 0.093013 -0.1 -0.2 0.2
C -0.073809 -3.703471 -1.112795 -0.1 0.0 -0.1
C 1.275306 -4.063107 -1.112263 0.0 0.0 -0.1
C 1.750273 -4.991694 -2.021660 0.0 0.0 0.0
C 0.884268 -5.565528 -2.946287 0.0 0.0 0.0
C -0.458481 -5.221265 -2.946032 0.0 0.0 0.0
C -0.940130 -4.294819 -2.029595 0.0 0.0 0.0
C -0.367086 -3.256041 1.715626 0.1 -0.4 -0.1
C 0.139166 -2.654032 2.861597 -0.1 0.0 0.0
C 0.228064 -3.372303 4.047231 0.0 0.0 0.0
C -0.186431 -4.694430 4.097072 0.0 0.0 0.0
C -0.692982 -5.305723 2.956539 0.0 0.0 0.0
C -0.778916 -4.594116 1.772176 0.1 0.0 0.0
H -2.741483 -2.169884 -2.067384 0.0 0.0 -0.1
H -4.086803 -1.611347 -1.134188 0.0 0.0 0.1
H -2.579990 0.357129 -0.348631 -0.1 0.1 0.0
H -3.133189 0.411582 -2.007371 0.1 0.0 -0.1
H 1.093831 1.934859 -0.382854 0.0 0.1 0.0
H 1.350491 4.377690 -0.585320 0.0 0.0 0.0
H -0.064248 5.644464 -2.167399 0.0 0.0 0.0
H -1.721070 4.466957 -3.572479 0.0 0.0 0.0
H -1.975619 2.030087 -3.408059 0.0 0.0 0.0
H 1.240942 0.787302 -3.565652 0.0 -0.1 0.0
H 1.714836 0.310935 -5.929216 0.0 0.0 0.0
H 0.189078 -1.142960 -7.229862 0.0 0.0 0.0
H -1.824090 -2.088709 -6.147197 0.0 0.0 0.0
H -2.284738 -1.658431 -3.805582 0.0 0.0 0.1
H -2.812823 -3.363595 0.067283 0.0 0.0 0.0
H -2.716317 -1.880485 0.974944 0.0 0.1 0.0
H 1.953531 -3.628176 -0.388751 0.0 0.0 0.0
H 2.793991 -5.278061 -2.003969 0.0 0.0 0.0
H 1.255547 -6.292678 -3.656597 0.0 0.0 0.0
H -1.139874 -5.681460 -3.649631 0.0 0.0 0.0
H -1.999224 -4.071477 -2.028574 0.0 0.0 0.0
H 0.449525 -1.622236 2.849581 0.0 0.1 0.0
H 0.623806 -2.893914 4.934372 0.0 0.0 0.0
H -0.111920 -5.252951 5.021199 0.0 0.0 0.0
H -1.012100 -6.339553 2.984605 0.0 0.0 0.0
H -1.145978 -5.097441 0.883575 0.0 0.0 0.0
Se 2.963801 -1.297101 1.389760 -0.5 0.5 0.0
Se 2.876246 1.029483 1.945632 0.2 -0.3 -0.1
C 1.146601 0.968826 2.767383 -0.3 0.0 -0.1
C 1.031298 1.257409 4.116099 0.0 0.0 0.0
C -0.239449 1.258204 4.680781 0.0 0.0 0.0
C -1.327159 0.950326 3.882784 0.0 0.0 0.0
C -1.105741 0.660342 2.544932 0.1 0.1 -0.1
N 0.103389 0.676756 1.983213 0.2 0.1 0.1
C 3.786600 -1.095348 -0.330447 -0.2 -0.1 -0.1
C 5.155312 -1.196681 -0.479300 0.1 0.0 -0.1
C 5.665078 -1.186951 -1.773321 0.0 0.0 0.0
C 4.780533 -1.113284 -2.834964 0.1 0.0 0.0
C 3.420808 -1.012670 -2.575515 -0.1 0.0 0.1
N 2.917592 -0.978930 -1.338400 0.2 0.2 0.0
H 1.908908 1.476337 4.707135 0.0 0.0 0.0
H -0.368605 1.490908 5.730041 0.0 0.0 0.0
H -2.332794 0.932721 4.279843 0.0 0.0 0.0
H -1.937254 0.417721 1.892991 0.0 0.0 0.0
H 5.803289 -1.291109 0.380981 0.0 0.0 0.0
H 6.731552 -1.259638 -1.941537 0.0 0.0 0.0
H 5.129852 -1.137796 -3.858194 0.0 0.0 0.0
H 2.709050 -0.987905 -3.390087 0.0 0.1 0.1
```
Forces are in eV/Å.

Computed properties:
* charge: +2
* LUMO energy: -6.7 eV
* frontier orbital gap: 7.072 eV

Atom charges from the Mulliken analysis, given in e for atoms 1 to 6: number 1, Pd, carries 0.49; number 2, C, carries -0.15; number 3, C, carries -1.02; number 4, P, carries 0.98; number 5, C, carries 0.67; number 6, C, carries 0.22

=====

No. 2
# C37H35BN5O3TeV

A molecular structure, C37H35BN5O3TeV (ωB97M-V/def2-TZVPD, the Open Molecules 2025 dataset).

```
83
Properties=species:S:1:pos:R:3:forces:R:3
V -0.060000 0.064000 -0.116000 -1.0 -1.5 0.2
C 3.842400 2.064600 5.360800 0.0 -0.1 -0.1
C 2.794000 1.516500 4.429900 -0.2 0.0 0.2
C 1.494900 1.324000 4.852600 0.3 0.1 0.0
C 0.506100 0.797700 4.012000 0.5 0.0 -0.7
C -0.843600 0.768100 4.568300 -0.2 0.6 0.4
O -1.206300 1.588300 5.416300 0.1 -0.5 -0.5
C -1.791400 -0.318600 4.206300 -0.5 -0.4 0.2
C -1.372800 -1.644600 4.152100 0.1 0.3 0.1
C -2.301500 -2.665200 4.050500 0.0 -0.2 0.1
C -3.655100 -2.377800 3.985600 0.0 -0.1 0.0
C -4.081500 -1.058700 4.031500 -0.1 -0.1 0.0
C -3.156700 -0.040900 4.155200 0.2 0.1 0.0
C 0.818700 0.438600 2.658500 0.7 0.5 1.4
O -0.079100 0.035200 1.852100 -0.9 -0.6 0.0
C 2.195900 0.587400 2.239700 -0.1 0.0 -0.1
C 3.117700 1.172000 3.124100 -0.3 0.0 0.0
C 2.636200 0.131100 0.948600 1.0 0.2 1.4
N 1.810800 -0.209100 -0.047100 0.3 -0.2 -0.7
C 2.386300 -0.843500 -1.214200 0.5 -0.1 -0.7
C 1.732400 -2.186300 -1.496300 0.0 0.0 -0.3
Te 1.971900 -2.717000 -3.567000 0.6 -0.2 0.3
C 4.105000 -2.803000 -3.280300 -0.6 0.0 -0.1
C 4.635100 -3.830400 -2.513300 -0.2 -0.2 0.1
C 5.981100 -3.856300 -2.200300 0.1 0.0 0.1
C 6.817000 -2.854200 -2.662600 0.1 0.0 0.0
C 6.299600 -1.834800 -3.443900 0.2 0.0 0.0
C 4.950400 -1.809900 -3.751500 -0.2 0.1 -0.1
C 4.102300 0.028700 0.777300 0.1 0.1 -0.2
C 4.764900 0.699200 -0.258300 -0.1 0.0 0.3
C 6.126600 0.555000 -0.437900 0.2 0.0 0.0
C 6.864000 -0.250500 0.415800 0.1 0.0 0.0
C 6.225200 -0.903300 1.461500 0.2 0.0 0.0
C 4.864500 -0.763300 1.642100 -0.1 0.0 -0.2
H 3.399600 2.323400 6.321000 0.0 0.1 0.1
H 4.314300 2.954100 4.941600 0.1 0.1 0.0
H 4.626400 1.324400 5.533000 0.1 0.0 0.1
H 1.203100 1.586200 5.860500 0.0 0.1 0.1
H -0.317000 -1.871700 4.211800 0.1 0.0 0.0
H -1.965400 -3.694200 4.021900 0.0 0.0 0.0
H -4.374300 -3.181500 3.905200 0.0 0.0 0.0
H -5.138800 -0.828600 3.994000 0.0 0.0 0.0
H -3.475500 0.988000 4.235100 0.0 0.1 0.0
H 4.126700 1.362800 2.783700 0.0 0.0 0.0
H 3.462600 -1.033300 -1.112800 -0.4 0.1 -0.1
H 2.246200 -0.179400 -2.076200 0.2 -0.2 0.1
H 0.664700 -2.157600 -1.322400 0.0 -0.2 -0.1
H 2.172900 -2.961300 -0.869400 -0.1 -0.1 -0.1
H 3.980500 -4.611600 -2.150400 0.0 -0.1 0.0
H 6.374800 -4.656400 -1.588700 0.0 0.0 0.0
H 7.868100 -2.867200 -2.412000 0.1 0.0 0.0
H 6.948000 -1.047400 -3.802900 0.0 0.1 0.0
H 4.548700 -1.005300 -4.352300 0.0 0.1 0.0
H 4.193100 1.337400 -0.919600 0.0 0.0 -0.1
H 6.617600 1.077200 -1.248700 0.0 0.0 0.0
H 7.928300 -0.367500 0.268200 0.1 0.0 0.0
H 6.796800 -1.528100 2.135000 0.0 0.0 0.0
H 4.367900 -1.275600 2.453900 -0.1 0.0 0.1
B -1.678800 -1.838200 -2.813400 0.1 -0.2 0.0
N -0.815100 -0.577400 -3.025500 -0.1 0.0 -0.7
C -0.640900 -0.114200 -4.270300 0.1 0.3 0.1
C 0.126700 1.031500 -4.212100 0.0 0.0 0.1
C 0.389000 1.188800 -2.853800 0.0 0.0 -0.3
N -0.181600 0.203500 -2.155600 0.2 0.3 -0.7
N -1.834700 -2.237400 -1.338700 -0.3 -0.4 -0.2
C -2.557800 -3.294600 -0.951600 0.1 0.0 0.2
C -2.446800 -3.423900 0.419800 0.0 0.0 0.0
C -1.613200 -2.374400 0.790700 -0.2 -0.3 0.3
N -1.259300 -1.679600 -0.280600 0.4 0.5 0.6
H -2.765600 -1.618100 -3.260700 -0.3 0.0 -0.2
H -1.132600 -2.748900 -3.395300 0.0 -0.1 -0.1
H -1.056600 -0.639200 -5.107100 -0.1 -0.1 -0.1
H 0.449000 1.649300 -5.028400 0.0 0.1 -0.1
H 0.977900 1.940900 -2.354600 0.0 0.0 0.1
H -3.084300 -3.884900 -1.675100 -0.1 -0.1 -0.1
H -2.899100 -4.157000 1.058100 -0.1 -0.1 0.1
H -1.264800 -2.088000 1.763300 0.1 0.1 0.0
C -0.517100 3.314900 0.165500 -0.4 -0.3 0.0
C -0.731800 1.831000 -0.031900 0.4 2.9 0.2
O -1.842400 1.343300 -0.147600 -0.7 -0.4 0.0
H -1.474200 3.833700 0.252200 0.0 0.0 0.0
H 0.037600 3.719400 -0.682000 0.1 0.0 0.0
H 0.069400 3.472300 1.069600 0.1 0.0 0.0
```
Forces are in eV/Å.

Computed properties:
* charge: -1
* spin multiplicity: 4
* LUMO energy (spin up / spin down): 2.2 / 2.2 eV
* frontier orbital gap (spin up / spin down): 4.580 / 7.111 eV

Atom charges from the Mulliken analysis, given in e for atoms 1 to 6: number 1, V, carries 0.39; number 2, C, carries -1.70; number 3, C, carries 0.49; number 4, C, carries -0.93; number 5, C, carries 0.61; number 6, C, carries -0.13

=====

Values of max |F|, in order: 0.95; 2.90, all in eV/Å.
Values of calculated total energy, in order: -194639.3061; -86190.2900, all in eV.